Formula: C32H25CdCl2N5OS2Se
Source: OMol25
Level of theory: ωB97M-V/def2-TZVPD

```
! RIJCOSX wB97M-V def2-TZVPD def2/J DEFGRID3
* xyz -2 1
Cd 0.4704 1.8603 0.6075
C 2.9878 5.4967 -0.7766
C 2.4111 6.0616 -1.9071
C 1.4069 5.3760 -2.5579
C 0.9732 4.1400 -2.0513
N 1.5472 3.5983 -0.9784
C 2.5223 4.2639 -0.3571
N -0.0151 3.4949 -2.7929
C -0.8601 2.6214 -2.3735
N -1.1303 2.1106 -1.1256
C -2.2273 1.2942 -1.2224
N -2.9545 0.7259 -0.3202
C -2.6848 0.7155 1.0430
C -3.7849 0.6709 1.9125
C -3.5680 0.5808 3.2714
C -2.2654 0.5100 3.7514
C -1.2366 0.5408 2.8312
N -1.4383 0.6373 1.5100
C -2.6768 1.2267 -2.6450
C -3.7281 0.5678 -3.2517
C -3.9232 0.7786 -4.6140
C -3.1013 1.6520 -5.3252
C -2.0538 2.3204 -4.6958
C -1.8474 2.0716 -3.3540
H 3.7669 6.0016 -0.2209
H 2.7411 7.0276 -2.2729
H 0.9279 5.7615 -3.4484
H 2.9222 3.7879 0.5303
H -4.7798 0.7244 1.4923
H -4.4088 0.5668 3.9564
H -2.0486 0.4493 4.8088
H -0.2003 0.4938 3.1465
H -4.3791 -0.0760 -2.6720
H -4.7322 0.2710 -5.1274
H -3.2848 1.8148 -6.3810
H -1.4208 3.0195 -5.2284
Cl 1.8441 0.4401 -1.4841
C 3.3586 -0.0695 -0.8100
C 4.4945 0.1005 -1.5783
C 5.7219 -0.3307 -1.0996
C 5.7815 -0.9434 0.1437
C 4.6356 -1.0867 0.9064
Cl 4.7982 -1.8710 2.4539
C 3.3607 -0.6257 0.4916
S 1.9443 -0.7277 1.4628
H 4.4097 0.5654 -2.5526
H 6.6182 -0.2002 -1.6936
H 6.7262 -1.3031 0.5329
Se 0.6992 3.4403 2.5017
C -0.1804 -5.9861 4.4774
C -0.2134 -5.0210 3.3177
C 0.3424 -5.3498 2.0874
C 0.3243 -4.4457 1.0297
C -0.2642 -3.2098 1.1990
C -0.8178 -2.8558 2.4226
C -0.7934 -3.7611 3.4696
S -0.3210 -2.0850 -0.2143
C -2.0875 -2.4510 -0.5149
O 0.3919 -2.8049 -1.3134
H 0.1747 -6.9672 4.1605
H -1.1723 -6.0988 4.9194
H 0.4885 -5.6218 5.2607
H 0.7950 -6.3273 1.9516
H 0.7596 -4.6847 0.0662
H -1.2602 -1.8750 2.5572
H -1.2329 -3.4871 4.4240
H -2.2056 -3.5237 -0.6715
H -2.3751 -1.8882 -1.4041
H -2.6720 -2.1025 0.3387
*
```

HOMO   -0.00429 Eh
Molecular weight   822.00 Da
HOMO-LUMO gap   0.1572 hartree
F_max   0.8 eV Å⁻¹